(1)
The following is a DFT calculation (ωB97M-V/def2-TZVPD) of a structure of composition C32H35AsFN5O3Os in a non-equilibrium geometry.

Output
Orbital gap (alpha / beta) (eV): 7.156 / 5.097
Multiplicity: 5
Calculated total energy (hartree): -4164.86077
Net charge: +4

Element x y z (Å)
Os (1.41, 0.13, -2.45)
F (-0.24, 1.72, 3.98)
C (-1.01, 1.01, 3.15)
C (-0.52, 0.75, 1.91)
C (-1.30, 0.10, 0.94)
C (-0.78, -0.16, -0.38)
O (0.44, 0.24, -0.67)
C (-1.65, -0.83, -1.26)
C (-2.92, -1.17, -0.85)
N (-3.41, -0.90, 0.35)
C (-4.74, -1.38, 0.70)
C (-5.86, -1.29, -0.30)
C (-5.87, -0.40, 0.91)
C (-2.62, -0.26, 1.29)
C (-3.10, 0.01, 2.57)
C (-2.32, 0.62, 3.56)
N (-2.83, 0.86, 4.81)
C (-2.03, 1.23, 5.97)
C (-2.53, 0.59, 7.27)
N (-4.03, 0.54, 7.34)
C (-4.65, 1.48, 6.36)
C (-4.28, 1.00, 4.96)
C (-1.30, -1.24, -2.67)
O (-2.09, -1.79, -3.37)
O (-0.05, -0.95, -3.05)
H (0.48, 1.09, 1.67)
H (-3.57, -1.69, -1.55)
H (-4.69, -2.25, 1.33)
H (-6.55, -2.12, -0.34)
H (-5.67, -0.83, -1.26)
H (-6.58, -0.62, 1.70)
H (-5.67, 0.65, 0.76)
H (-4.11, -0.29, 2.80)
H (-1.99, 2.32, 6.08)
H (-1.00, 0.90, 5.85)
H (-2.16, 1.18, 8.10)
H (-2.15, -0.43, 7.38)
H (-4.35, 0.73, 8.29)
H (-4.36, -0.40, 7.12)
H (-4.28, 2.49, 6.57)
H (-5.73, 1.49, 6.48)
H (-4.68, 1.71, 4.23)
H (-4.78, 0.04, 4.79)
C (2.72, 0.13, -6.63)
C (1.97, -0.09, -5.48)
N (2.35, 0.37, -4.29)
C (3.51, 1.09, -4.20)
C (4.34, 1.33, -5.30)
C (3.91, 0.83, -6.55)
C (5.54, 2.08, -5.09)
C (5.83, 2.62, -3.88)
C (4.94, 2.46, -2.77)
C (5.10, 3.09, -1.52)
C (4.15, 2.89, -0.53)
C (3.08, 2.03, -0.76)
N (2.91, 1.41, -1.94)
C (3.81, 1.65, -2.94)
H (2.36, -0.24, -7.58)
H (1.04, -0.65, -5.52)
H (4.49, 1.02, -7.44)
H (6.21, 2.23, -5.93)
H (6.74, 3.19, -3.74)
H (5.94, 3.75, -1.35)
H (4.23, 3.39, 0.42)
H (2.34, 1.84, 0.00)
C (2.68, -3.39, -0.52)
As (2.82, -2.35, -2.16)
C (2.33, -3.63, -3.54)
C (4.74, -2.14, -2.40)
H (3.25, -4.30, -0.68)
H (1.65, -3.65, -0.30)
H (3.10, -2.84, 0.32)
H (3.18, -4.31, -3.67)
H (2.12, -3.14, -4.49)
H (1.45, -4.20, -3.24)
H (5.18, -3.14, -2.37)
H (5.17, -1.53, -1.61)
H (4.96, -1.70, -3.37)

=====

(2)
The following is a DFT calculation (ωB97M-V/def2-TZVPD) of a structure of composition C3H7NOS in a non-equilibrium geometry.

Output
Relative energy (zero: lowest compared OMol25 entry of this formula, charge and spin) (kJ/mol): 366.7
Orbital gap (eV): 9.615
Multiplicity: 1
Calculated total energy (hartree): -646.57229

Element x y z (Å)
C (-0.47, -0.83, 0.42)
C (0.89, -1.14, 0.96)
C (-1.08, 1.36, -0.98)
N (0.07, 0.17, -0.51)
O (2.60, 0.67, -0.53)
S (1.47, 0.58, 0.36)
H (-0.93, -1.55, -0.26)
H (-1.10, -0.48, 1.33)
H (1.00, -1.07, 2.05)
H (1.41, -1.99, 0.45)
H (-1.95, 0.59, -1.16)
H (-1.32, 1.96, -0.23)
H (-0.58, 1.73, -1.88)

=====

(3)
The following is a DFT calculation (ωB97M-V/def2-TZVPD) of a structure of composition C8H16MgN2O7P2 in a non-equilibrium geometry.

Output
Relative energy (zero: lowest compared OMol25 entry of this formula, charge and spin) (kJ/mol): 334.3
Orbital gap (eV): 4.937
Multiplicity: 1
Calculated total energy (hartree): -1833.74822
Net charge: -2

Element x y z (Å)
Mg (0.46, -0.66, -0.29)
O (2.25, 0.39, -4.09)
P (1.99, -0.47, -2.76)
O (3.05, -1.50, -2.61)
O (1.64, 0.47, -1.63)
O (0.56, -1.18, -3.12)
P (0.10, -2.65, -2.56)
O (-1.49, -2.54, -2.80)
O (0.66, -3.71, -3.42)
O (0.28, -2.55, -1.05)
H (2.77, -0.16, -4.69)
H (-1.67, -2.66, -3.74)
N (1.23, -0.20, 2.05)
C (1.73, -0.55, 3.24)
C (2.81, -1.41, 3.03)
C (2.88, -1.54, 1.63)
N (1.92, -0.80, 1.08)
H (0.20, 0.24, 1.66)
H (1.27, -0.18, 4.15)
H (3.45, -1.86, 3.78)
H (3.53, -2.12, 1.00)
C (-0.93, 2.72, 0.29)
C (-1.73, 1.50, 0.77)
C (-2.78, 1.16, -0.31)
C (-2.52, 1.94, 2.02)
C (-0.79, 0.34, 1.05)
H (-1.59, 3.54, -0.03)
H (-0.28, 2.46, -0.55)
H (-0.29, 3.08, 1.10)
H (-3.50, 1.98, -0.47)
H (-3.33, 0.26, -0.02)
H (-2.29, 0.95, -1.27)
H (-3.16, 2.82, 1.83)
H (-1.82, 2.18, 2.82)
H (-3.16, 1.12, 2.37)
H (-1.42, -0.44, 1.55)